Record 1
# C35H68F4O20S9

9 unconnected molecules or ions with the total composition C35H68F4O20S9 in a non-equilibrium geometry (the ωB97M-V functional and the def2-TZVPD basis, the Open Molecules 2025 dataset).

Each line ends with the Löwdin charge.
Cartesian coordinates (Å):
O1 4.986 -6.609 1.144  -0.4023
S1 3.864 -5.740 0.614  1.0668
O2 4.670 -4.622 -0.435  -0.2535
F1 4.436 -3.377 0.053  -0.0976
O3 2.848 -6.598 -0.449  -0.3417
C1 1.439 -6.403 -0.113  -0.1798
C2 0.922 -4.873 -0.212  -0.1888
O4 0.900 -4.323 -1.558  -0.1298
C3 -0.616 -4.841 0.355  -0.2595
F2 -0.481 -4.627 1.805  0.0035
F3 -1.376 -3.721 -0.135  0.0711
F4 -1.315 -6.097 0.208  0.0462
H1 1.164 -6.845 0.925  0.1483
H2 0.811 -7.012 -0.892  0.1581
H3 1.512 -4.133 0.448  0.1617
H4 0.848 -5.032 -2.252  0.1415
C4 -1.591 -1.698 6.179  -0.2451
C5 -2.146 -3.122 6.220  -0.2096
C6 -1.370 -3.947 5.192  -0.2239
S2 0.242 -3.187 5.056  0.6629
O5 0.383 -2.640 3.725  -0.3321
O6 1.234 -4.064 5.640  -0.3310
C7 -0.076 -1.845 6.187  -0.2319
H5 -1.941 -1.102 7.024  0.0957
H6 -1.915 -1.202 5.257  0.1184
H7 -1.996 -3.543 7.220  0.1205
H8 -3.219 -3.144 6.013  0.1177
H9 -1.256 -4.984 5.512  0.1064
H10 -1.845 -3.911 4.209  0.1017
H11 0.445 -0.946 5.855  0.1070
H12 0.285 -2.147 7.173  0.1090
C8 -3.714 3.498 6.164  -0.2203
C9 -4.699 3.293 7.316  -0.2186
C10 -5.510 2.034 7.006  -0.2230
S3 -4.458 0.996 5.998  0.6781
O7 -5.047 0.883 4.683  -0.3134
O8 -4.054 -0.162 6.766  -0.3313
C11 -3.088 2.134 5.908  -0.2303
H13 -2.957 4.247 6.407  0.1189
H14 -4.252 3.836 5.273  0.1241
H15 -4.144 3.153 8.250  0.1186
H16 -5.352 4.159 7.448  0.1166
H17 -5.783 1.497 7.916  0.1051
H18 -6.408 2.267 6.429  0.1070
H19 -2.605 2.059 4.934  0.1146
H20 -2.382 1.870 6.700  0.1096
C12 -7.014 -0.027 0.726  -0.2314
C13 -6.064 -0.400 -0.413  -0.2077
C14 -5.389 0.888 -0.887  -0.2221
S4 -5.354 1.983 0.526  0.6667
O9 -6.201 3.123 0.247  -0.3384
O10 -3.988 2.129 0.982  -0.3370
C15 -6.220 0.895 1.641  -0.2390
H21 -7.374 -0.910 1.260  0.1223
H22 -7.883 0.503 0.324  0.0718
H23 -5.306 -1.098 -0.041  0.1181
H24 -6.591 -0.894 -1.233  0.1179
H25 -4.369 0.705 -1.229  0.1042
H26 -5.966 1.374 -1.677  0.1052
H27 -6.849 1.476 2.316  0.1061
H28 -5.473 0.336 2.210  0.0920
C16 1.427 1.078 -2.264  -0.2221
C17 1.601 0.699 -0.793  -0.2086
C18 0.743 -0.541 -0.533  -0.2141
S5 0.636 -1.410 -2.093  0.7084
O11 -0.739 -1.382 -2.542  -0.3176
O12 1.396 -2.643 -2.006  -0.3448
C19 1.567 -0.221 -3.044  -0.2366
H29 2.165 1.818 -2.582  0.0733
H30 0.430 1.504 -2.420  0.1260
H31 2.654 0.466 -0.598  0.1163
H32 1.319 1.520 -0.128  0.1178
H33 1.195 -1.194 0.215  0.1021
H34 -0.270 -0.269 -0.227  0.1086
H35 1.167 -0.159 -4.057  0.1109
H36 2.607 -0.555 -3.069  0.0986
C20 -11.743 2.413 1.657  -0.2257
C21 -11.420 3.385 0.521  -0.2166
C22 -10.557 2.635 -0.494  -0.2148
S6 -11.003 0.909 -0.351  0.6847
O13 -9.860 0.178 0.151  -0.3299
O14 -11.720 0.501 -1.539  -0.3212
C23 -12.170 1.117 0.982  -0.2341
H37 -12.526 2.801 2.312  0.1166
H38 -10.846 2.243 2.263  0.1199
H39 -12.352 3.710 0.044  0.1187
H40 -10.911 4.280 0.887  0.1178
H41 -10.747 2.974 -1.514  0.1079
H42 -9.494 2.730 -0.263  0.1033
H43 -12.133 0.254 1.648  0.1094
H44 -13.166 1.211 0.543  0.1100
C24 7.059 3.421 -4.250  -0.2132
C25 7.211 1.902 -4.318  -0.2183
C26 6.037 1.288 -3.556  -0.1955
S7 4.695 2.463 -3.676  0.6756
O15 4.411 2.975 -2.352  -0.3291
O16 3.662 1.921 -4.534  -0.3290
C27 5.600 3.704 -4.581  -0.2194
H45 7.733 3.928 -4.945  0.1233
H46 7.289 3.771 -3.238  0.1006
H47 7.180 1.579 -5.364  0.0810
H48 8.164 1.573 -3.902  0.0914
H49 5.727 0.338 -3.993  0.0871
H50 6.274 1.152 -2.498  0.0827
H51 5.275 4.699 -4.275  0.1088
H52 5.401 3.554 -5.645  0.1092
C28 3.874 -2.045 -7.009  -0.2173
C29 4.817 -2.418 -8.154  -0.2180
C30 5.490 -1.131 -8.631  -0.2233
S8 5.535 -0.036 -7.218  0.6756
O17 4.688 1.102 -7.491  -0.3090
O18 6.904 0.107 -6.769  -0.3306
C31 4.674 -1.125 -6.098  -0.2380
H53 3.516 -2.928 -6.474  0.1195
H54 3.002 -1.514 -7.407  0.1243
H55 5.577 -3.118 -7.787  0.1193
H56 4.285 -2.912 -8.972  0.1160
H57 6.509 -1.315 -8.979  0.1051
H58 4.910 -0.644 -9.418  0.1074
H59 4.049 -0.543 -5.419  0.0839
H60 5.424 -1.685 -5.534  0.1156
C32 9.584 2.900 1.005  -0.2240
C33 8.122 2.542 1.277  -0.2143
C34 7.497 2.124 -0.055  -0.2238
S9 8.831 1.467 -1.049  0.6752
O19 9.029 2.339 -2.186  -0.3239
O20 8.660 0.038 -1.191  -0.3149
C35 10.129 1.777 0.133  -0.2314
H61 10.155 3.003 1.930  0.1174
H62 9.637 3.853 0.466  0.1213
H63 8.077 1.706 1.983  0.1202
H64 7.577 3.378 1.723  0.1180
H65 6.734 1.355 0.083  0.1091
H66 7.071 2.981 -0.583  0.1049
H67 11.050 2.045 -0.386  0.1105
H68 10.276 0.864 0.715  0.1114

Results
Energy relative to the best compared isomer or geometry (same formula, charge and spin), eV: 3.6695
Orbital gap, eV: 9.05
LUMO level, eV: 0.3
Highest occupied orbital energy, eV: -8.733

---

Record 2
# N2O6

4 unconnected molecules or ions with the total composition N2O6 in a non-equilibrium geometry (the ωB97M-V functional and the def2-TZVPD basis, the Open Molecules 2025 dataset).

Each line ends with the Löwdin charge.
Cartesian coordinates (Å):
N1 -0.070 0.021 1.943  -0.2036
O1 0.240 -0.427 4.131  -0.4713
O2 0.581 -0.487 0.870  -0.1737
O3 -1.255 0.339 1.636  -0.1330
N2 0.020 0.404 -1.797  -0.3510
O4 0.719 0.283 -3.902  -0.5223
O5 -1.074 0.218 -1.333  -0.0743
O6 0.838 -0.351 -1.548  -0.0707

Results
Energy relative to the best compared isomer or geometry (same formula, charge and spin), eV: 12.2747
Orbital gap, eV: 6.04
LUMO level, eV: 5.3
Highest occupied orbital energy, eV: -0.745
Net charge: -2

---

Record 3
# C5H6O

C5H6O in the gas phase (the ωB97M-V functional and the def2-TZVPD basis, the Open Molecules 2025 dataset).

Each line ends with the Löwdin charge.
Cartesian coordinates (Å):
C1 -0.573 -1.809 -1.769  -0.0940
C2 -0.158 -0.599 -1.068  -0.0535
C3 0.186 0.383 -0.455  0.0490
C4 0.560 1.477 0.437  -0.4721
C5 0.302 1.176 1.896  -0.0230
O1 1.033 2.520 0.041  0.0853
H1 -1.565 -2.121 -1.428  0.0824
H2 -0.609 -1.659 -2.850  0.0806
H3 0.126 -2.622 -1.554  0.0836
H4 -0.759 0.946 2.041  0.0892
H5 0.865 0.283 2.191  0.0894
H6 0.592 2.024 2.518  0.0831

Results
Energy relative to the best compared isomer or geometry (same formula, charge and spin), eV: 1.4134
Orbital gap, eV: 10.81
LUMO level, eV: 0.7
Highest occupied orbital energy, eV: -10.075

---

Record 4
# C45H42AsN2O5PReSSi

A molecular structure, C45H42AsN2O5PReSSi (the ωB97M-V functional and the def2-TZVPD basis, the Open Molecules 2025 dataset).

Each line ends with the Löwdin charge.
Cartesian coordinates (Å):
Re1 0.124 -1.281 -0.298  0.8592
S1 0.763 -3.025 -1.706  0.5723
C1 2.079 -3.969 -0.970  -0.6479
C2 2.601 -5.048 -1.689  -0.1260
C3 3.600 -5.833 -1.143  -0.0922
C4 4.096 -5.558 0.130  -0.0928
C5 3.582 -4.487 0.838  -0.0972
C6 2.578 -3.691 0.291  -0.3933
As1 1.805 -2.165 1.227  1.2122
C7 1.221 -3.126 2.808  -0.3426
C8 0.471 -4.276 2.570  -0.1011
C9 -0.035 -5.010 3.633  -0.0826
C10 0.214 -4.603 4.937  -0.0916
C11 0.965 -3.460 5.174  -0.0768
C12 1.461 -2.714 4.113  -0.1037
C13 3.404 -1.168 1.630  -0.3499
C14 4.284 -1.523 2.645  -0.1066
C15 5.452 -0.798 2.831  -0.0757
C16 5.742 0.281 2.007  -0.0856
C17 4.863 0.638 0.995  -0.0797
C18 3.693 -0.084 0.809  -0.1073
H1 2.211 -5.263 -2.678  0.0962
H2 3.996 -6.667 -1.710  0.0998
H3 4.874 -6.175 0.561  0.0980
H4 3.960 -4.271 1.831  0.0976
H5 0.287 -4.602 1.552  0.1050
H6 -0.619 -5.902 3.442  0.1020
H7 -0.177 -5.178 5.768  0.0995
H8 1.160 -3.138 6.189  0.1031
H9 2.023 -1.810 4.305  0.0824
H10 4.065 -2.359 3.295  0.0923
H11 6.134 -1.071 3.625  0.1030
H12 6.651 0.850 2.161  0.1002
H13 5.085 1.484 0.356  0.1012
H14 2.992 0.204 0.033  0.0802
O1 0.455 2.524 1.232  0.1802
C19 -0.399 2.487 0.411  -0.4109
O2 -0.531 1.378 -0.435  -0.1750
C20 -1.404 3.500 0.053  -0.1395
C21 -1.594 4.664 0.786  0.0032
C22 -2.529 5.571 0.331  -0.0633
C23 -3.236 5.296 -0.841  -0.0595
C24 -3.026 4.127 -1.554  -0.0703
C25 -2.087 3.195 -1.106  -0.1551
P1 -1.566 1.469 -1.721  0.9103
C26 -0.645 2.110 -3.157  -0.2533
C27 -1.168 3.055 -4.037  -0.0812
C28 -0.383 3.579 -5.050  -0.0679
C29 0.945 3.192 -5.169  -0.0689
C30 1.478 2.267 -4.284  -0.0550
C31 0.684 1.711 -3.289  -0.0673
C32 -3.264 0.841 -1.504  -0.2452
C33 -3.507 -0.090 -0.499  -0.0556
C34 -4.803 -0.528 -0.266  -0.0580
C35 -5.854 -0.071 -1.046  -0.0747
C36 -5.614 0.855 -2.053  -0.0690
C37 -4.328 1.323 -2.266  -0.0998
H15 -1.014 4.836 1.684  0.1257
H16 -2.715 6.487 0.875  0.1064
H17 -3.967 6.009 -1.199  0.1070
H18 -3.610 3.963 -2.450  0.0859
H19 -2.198 3.372 -3.953  0.0941
H20 -0.806 4.296 -5.742  0.1079
H21 1.564 3.615 -5.949  0.1067
H22 2.513 1.961 -4.372  0.1122
H23 1.101 0.970 -2.620  0.1030
H24 -2.708 -0.451 0.134  0.0750
H25 -4.982 -1.245 0.526  0.1113
H26 -6.860 -0.428 -0.867  0.1049
H27 -6.427 1.216 -2.669  0.1072
H28 -4.159 2.048 -3.053  0.0937
C38 0.339 2.096 5.865  -0.0235
N1 -0.083 1.315 4.712  -0.0478
C39 -1.394 1.154 4.398  -0.0604
C40 -1.772 0.440 3.323  0.0078
C41 -0.720 -0.098 2.500  -0.5024
O3 -1.074 -0.647 1.384  -0.2654
N2 0.542 -0.015 2.845  0.1663
C42 0.919 0.658 3.968  -0.5104
O4 2.072 0.724 4.371  0.0381
H29 -0.520 2.650 6.239  0.0834
H30 1.127 2.785 5.572  0.0931
H31 0.736 1.453 6.650  0.0936
H32 -2.106 1.629 5.061  0.1246
H33 -2.809 0.302 3.057  0.1056
C43 0.255 -1.508 -4.380  -0.2162
Si1 -1.334 -1.089 -3.511  0.3466
C44 -2.383 -2.531 -3.021  -0.1736
C45 -2.300 -0.115 -4.781  -0.1499
O5 -1.001 -0.219 -2.057  -0.5523
H34 0.307 -0.961 -5.325  0.0349
H35 0.300 -2.579 -4.592  0.0260
H36 1.135 -1.270 -3.783  -0.0023
H37 -2.324 -3.333 -3.763  0.0442
H38 -3.429 -2.220 -2.932  0.0345
H39 -2.057 -2.941 -2.065  -0.0035
H40 -2.509 -0.827 -5.589  0.0502
H41 -1.717 0.698 -5.211  0.0249
H42 -3.259 0.267 -4.441  0.0174

Results
Energy relative to the best compared isomer or geometry (same formula, charge and spin), eV: 3.5233
Orbital gap (spin up / spin down), eV: 6.34 / 6.65
LUMO level (spin up / spin down), eV: 0.1 / 0.1
Highest occupied orbital energy (spin up / spin down), eV: -6.256 / -6.594
2S+1: 4

---

Record 5
# C4H9NO2

C4H9NO2 in the gas phase (the ωB97M-V functional and the def2-TZVPD basis, the Open Molecules 2025 dataset).

Each line ends with the Löwdin charge.
Cartesian coordinates (Å):
N1 1.424 -0.532 1.804  0.1103
C1 0.616 -0.631 0.652  -0.5768
O1 0.120 -1.922 0.424  0.0249
C2 1.090 0.132 -0.528  -0.0320
C3 -0.215 0.540 0.122  -0.1731
C4 -1.405 0.434 -0.802  -0.2472
O2 -1.189 1.405 -1.819  -0.0656
H1 1.070 -0.791 2.707  0.0806
H2 2.244 0.047 1.773  0.0803
H3 -0.766 -1.960 0.805  0.1015
H4 1.956 0.782 -0.432  0.1108
H5 0.991 -0.369 -1.487  0.1218
H6 -0.198 1.442 0.730  0.1396
H7 -1.456 -0.581 -1.229  0.1206
H8 -2.355 0.631 -0.279  0.1183
H9 -1.926 1.373 -2.440  0.0861

Results
Energy relative to the best compared isomer or geometry (same formula, charge and spin), eV: 2.4724
Orbital gap, eV: 9.58
LUMO level, eV: 0.8
Highest occupied orbital energy, eV: -8.750

---

Record 6
# C14H48BMgO14S3

A molecular structure, C14H48BMgO14S3 in a non-equilibrium geometry (the ωB97M-V functional and the def2-TZVPD basis, the Open Molecules 2025 dataset).

Each line ends with the Löwdin charge.
Cartesian coordinates (Å):
Mg1 -0.360 1.702 0.614  0.6044
B1 -0.511 0.178 -0.853  -0.3375
H1 -1.535 0.109 -0.269  0.0155
H2 -0.351 1.312 -1.143  0.0022
H3 0.384 -0.218 -0.188  0.0202
H4 -0.607 -0.433 -1.879  0.0366
O1 -1.180 -1.638 3.155  -0.2119
S1 -1.222 -0.234 3.308  0.6133
O2 -0.938 0.644 2.203  -0.3051
O3 -2.643 0.230 3.773  -0.2384
C1 -3.539 -0.768 4.350  -0.2342
C2 -4.531 -0.038 5.207  -0.0610
C3 -0.216 0.273 4.684  -0.0690
H5 -3.001 -1.521 4.924  0.1239
H6 -4.040 -1.282 3.530  0.1119
H7 -4.020 0.533 5.985  0.0843
H8 -5.197 -0.731 5.720  0.0921
H9 -5.164 0.640 4.635  0.0798
H10 -0.732 1.114 5.140  0.0811
H11 0.748 0.595 4.306  0.0636
H12 -0.160 -0.576 5.357  0.0821
O4 1.544 1.511 1.130  -0.3171
S2 2.647 0.771 1.690  0.6093
O5 3.362 1.310 2.789  -0.2197
O6 2.019 -0.602 2.141  -0.2555
C4 2.951 -1.628 2.579  -0.2411
C5 2.174 -2.620 3.425  -0.0466
C6 3.739 0.355 0.380  -0.0879
H13 3.727 -1.166 3.190  0.1251
H14 3.388 -2.161 1.735  0.1139
H15 1.321 -3.007 2.875  0.0745
H16 1.899 -2.166 4.377  0.0795
H17 2.827 -3.446 3.712  0.0933
H18 4.463 -0.366 0.743  0.0833
H19 4.220 1.297 0.121  0.0874
H20 3.137 0.008 -0.456  0.0691
O7 4.268 2.574 -4.484  -0.2488
S3 4.069 1.260 -3.993  0.5581
O8 3.814 1.017 -2.599  -0.3024
O9 2.903 0.648 -4.856  -0.2395
C7 2.168 -0.457 -4.281  -0.2712
C8 1.449 -1.168 -5.375  -0.0570
C9 5.412 0.222 -4.486  -0.1029
H21 1.494 -0.141 -3.491  0.1083
H22 2.868 -1.144 -3.793  0.1144
H23 0.712 -1.863 -4.974  0.0849
H24 2.116 -1.677 -6.067  0.0857
H25 0.854 -0.457 -5.958  0.0895
H26 5.050 -0.805 -4.458  0.0680
H27 6.193 0.335 -3.739  0.0767
H28 5.684 0.501 -5.497  0.0802
C10 1.467 -3.138 -0.485  -0.1465
O10 0.608 -2.725 -1.536  -0.1325
H29 1.073 -2.766 0.469  0.0673
H30 1.450 -4.223 -0.475  0.0863
H31 2.483 -2.754 -0.635  0.0721
H32 0.492 -1.767 -1.498  -0.0147
C11 -3.065 2.432 -0.770  -0.0548
O11 -2.271 2.461 0.432  -0.1526
H33 -2.376 2.373 -1.608  0.0942
H34 -3.733 1.575 -0.780  0.0801
H35 -3.607 3.371 -0.886  0.1019
H36 -2.796 2.763 1.179  0.1246
C12 -5.590 -0.211 1.119  -0.1278
O12 -4.237 -0.672 1.016  -0.1361
H37 -5.875 -0.262 2.165  0.0676
H38 -5.668 0.831 0.782  0.0711
H39 -6.229 -0.793 0.454  0.0872
H40 -4.034 -0.667 0.070  0.0316
C13 1.496 3.586 -1.224  -0.0590
O13 0.305 3.470 -0.427  -0.1603
H41 1.298 3.386 -2.273  0.1016
H42 1.988 4.552 -1.095  0.1031
H43 2.228 2.892 -0.820  0.0690
H44 -0.278 4.230 -0.503  0.1153
C14 -3.238 -0.827 -3.283  -0.1272
O14 -3.360 -0.876 -1.865  -0.1563
H45 -4.036 -1.440 -3.695  0.0835
H46 -3.363 0.196 -3.655  0.0780
H47 -2.275 -1.204 -3.629  0.0745
H48 -2.512 -0.622 -1.477  -0.0068

Results
Energy relative to the best compared isomer or geometry (same formula, charge and spin), eV: 0.0000
Orbital gap, eV: 9.61
LUMO level, eV: -2.5
Highest occupied orbital energy, eV: -12.081
Net charge: +1

---

- Among the records above, which one has the highest energy relative to the best compared isomer or geometry (same formula, charge and spin)?
  N2O6

---

- Which of these has the highest energy relative to the best compared isomer or geometry (same formula, charge and spin)?
  N2O6